{
  "formula": "C23H29ClN4O5RuSe2",
  "method": "ωB97M-V/def2-TZVPD",
  "charge": -1,
  "e_homo_ha": [-0.145, -0.144],
  "multiplicity": 2,
  "symbols": ["Ru", "Se", "Se", "Cl", "O", "O", "O", "O", "O", "N", "N", "N", "N", "C", "C", "C", "C", "C", "C", "C", "C", "C", "C", "C", "C", "C", "C", "C", "C", "C", "C", "C", "C", "C", "C", "C", "H", "H", "H", "H", "H", "H", "H", "H", "H", "H", "H", "H", "H", "H", "H", "H", "H", "H", "H", "H", "H", "H", "H", "H", "H", "H", "H", "H", "H"],
  "xyz": [[0.788, 0.186, -0.014], [0.237, 1.484, 1.951], [3.124, 0.956, -0.048], [-7.276, -1.369, 2.536], [-1.047, -0.979, 0.162], [5.003, -0.455, 3.728], [-0.617, -1.911, 2.149], [-1.952, 1.754, 0.041], [1.513, -1.329, 1.263], [-0.131, 1.636, -1.343], [1.088, -1.042, -1.822], [1.590, 1.600, -2.897], [-2.114, 2.856, -1.920], [2.229, -1.677, -2.271], [1.471, 0.809, 3.320], [-3.316, -1.780, 2.858], [-1.186, -0.486, -2.877], [-1.608, 3.143, -3.139], [-0.387, 2.726, -3.497], [-4.669, -1.762, 3.159], [0.246, -0.945, -2.912], [0.371, 1.967, -2.539], [-1.387, -1.428, 1.291], [0.862, -1.456, -4.037], [-3.463, 3.279, -1.578], [-5.141, -1.037, 0.902], [3.306, -2.237, -1.387], [2.130, -1.926, -3.627], [-1.412, 2.041, -1.002], [-5.566, -1.392, 2.171], [2.786, 0.234, 2.795], [3.700, 0.042, 4.018], [2.557, -1.171, 2.211], [-3.784, -1.049, 0.621], [3.449, 1.249, 1.847], [-2.866, -1.425, 1.594], [-2.246, 3.721, -3.794], [1.873, 1.678, -3.856], [2.141, 1.028, -2.278], [3.857, 1.010, 4.498], [-1.834, -1.305, -3.204], [0.407, -1.548, -5.014], [-3.420, -0.763, -0.355], [-2.584, -2.065, 3.602], [4.125, -1.550, -1.186], [-5.029, -2.030, 4.143], [-5.866, -0.751, 0.152], [-3.559, 4.357, -1.705], [-3.642, 3.014, -0.541], [4.915, -1.274, 3.230], [2.887, -2.528, -0.425], [2.860, -2.465, -4.215], [-4.197, 2.771, -2.206], [0.948, 0.076, 3.939], [-1.365, 0.353, -3.559], [3.474, -1.538, 1.739], [2.312, -1.828, 3.056], [4.533, 1.210, 1.958], [-1.502, -0.222, -1.874], [3.199, -0.613, 4.744], [3.713, -3.128, -1.872], [0.026, 2.942, -4.470], [3.095, 2.247, 2.107], [1.698, 1.676, 3.946], [0.649, -1.581, 1.734]]
}